[1]
Molecular formula: C3H2O3Rb
Method: DFT, wB97M-V/def2-TZVPD

The geometry in XYZ format:
```
9
C3H2O3Rb (wB97M-V/def2-TZVPD)
C 2.9433 -1.4778 1.1891
C 2.1342 -1.2028 0.2815
O 1.1118 -0.4796 0.0480
C 0.2161 0.2686 1.3296
O 0.8148 0.2369 2.4313
O -0.9400 0.2211 1.0304
H 3.4964 -2.3041 1.6124
Rb -2.4054 -1.0402 -1.6151
H 1.8752 -0.4152 2.3637
```

Calculated values
orbital gap	8.62	eV
maximum force	4.3	eV/Å
HOMO energy	-12.838	eV
net charge	+1

=====

[2]
Molecular formula: C36H46As2BaO9S3Si
Method: DFT, wB97M-V/def2-TZVPD

The geometry in XYZ format:
```
98
C36H46As2BaO9S3Si (wB97M-V/def2-TZVPD)
Ba 2.3907 0.2132 -2.2905
O 0.6231 2.2109 -1.8539
As 1.8582 3.4773 -1.4060
O 2.3235 3.4968 -3.2739
O 3.0808 2.4511 -0.9632
C 3.5815 3.8799 -3.5624
C 3.9324 5.2208 -3.3333
C 5.2012 5.7094 -3.5647
C 6.1878 4.8673 -4.0638
C 5.8575 3.5527 -4.3338
C 4.5844 3.0381 -4.0924
S 4.3861 1.3221 -4.5987
O 4.8307 0.4914 -3.4587
O 5.1705 1.1815 -5.7967
O 2.9402 1.1094 -4.7399
H -0.0900 1.9942 -1.2182
H 3.1522 5.8702 -2.9531
H 5.4179 6.7516 -3.3589
H 7.1903 5.2296 -4.2524
H 6.5939 2.8822 -4.7579
C -1.2553 2.6397 1.2735
C -2.2006 2.0012 0.2598
C -3.3900 1.3764 0.9829
C -2.6883 3.0515 -0.7387
O -1.4346 1.0184 -0.4432
Si -1.8972 -0.3329 -1.3129
S -0.3270 -1.1450 -2.3568
O -3.2088 0.1362 -2.2300
C -3.3723 0.3608 -3.6284
C -2.3514 1.3808 -4.1250
C -4.7864 0.9165 -3.7824
C -3.2511 -0.9537 -4.3924
O -2.5557 -1.2872 -0.1437
C -3.0925 -2.6027 -0.0871
C -2.3134 -3.5848 -0.9553
C -4.5482 -2.5226 -0.5436
C -3.0137 -3.0310 1.3732
H -1.7687 3.4307 1.8247
H -0.3935 3.0806 0.7692
H -0.8974 1.8906 1.9807
H -3.8515 2.1259 1.6311
H -3.0588 0.5323 1.5827
H -4.1313 1.0118 0.2689
H -3.2636 3.8243 -0.2230
H -3.3135 2.5777 -1.4948
H -1.8335 3.5192 -1.2341
H -2.4346 2.3028 -3.5467
H -2.5246 1.6108 -5.1800
H -1.3382 0.9961 -4.0091
H -4.8835 1.8453 -3.2170
H -5.5129 0.1989 -3.3968
H -5.0080 1.1174 -4.8335
H -2.2591 -1.3809 -4.2500
H -3.4169 -0.7800 -5.4594
H -4.0001 -1.6648 -4.0337
H -2.3704 -3.3066 -2.0108
H -2.7354 -4.5856 -0.8292
H -1.2615 -3.6007 -0.6662
H -4.5954 -2.1445 -1.5675
H -5.1032 -1.8370 0.1008
H -5.0198 -3.5079 -0.5025
H -1.9738 -3.0783 1.6898
H -3.4663 -4.0151 1.5157
H -3.5391 -2.3056 2.0004
S 1.7747 -3.9362 0.5100
C 0.8562 -4.1946 1.9489
C 0.3778 -5.4732 2.3190
C -0.3131 -5.6787 3.4962
C -0.5596 -4.6212 4.3716
C -0.1229 -3.3514 4.0225
C 0.5509 -3.1269 2.8267
As 1.1186 -1.3949 2.1314
C 0.4558 -0.2481 3.6077
C 1.2551 0.6904 4.2595
C 0.7081 1.5996 5.1577
C -0.6543 1.5903 5.4223
C -1.4658 0.6674 4.7750
C -0.9139 -0.2315 3.8746
C 3.0015 -1.4840 2.6878
C 3.4163 -2.0342 3.8951
C 4.7677 -2.0994 4.2086
C 5.7164 -1.6203 3.3134
C 5.3138 -1.0766 2.1012
C 3.9631 -1.0115 1.7994
H 0.5787 -6.2984 1.6463
H -0.6616 -6.6769 3.7429
H -1.0905 -4.7814 5.3026
H -0.3196 -2.5268 4.6964
H 2.3206 0.7159 4.0622
H 1.3506 2.3216 5.6488
H -1.0818 2.3022 6.1185
H -2.5341 0.6564 4.9591
H -1.5601 -0.9363 3.3608
H 2.6765 -2.4314 4.5819
H 5.0848 -2.5364 5.1487
H 6.7704 -1.6800 3.5587
H 6.0490 -0.7092 1.3960
H 3.5984 -0.6130 0.8612
```

Calculated values
orbital gap	5.96	eV
maximum force	0.9	eV/Å
HOMO energy	-1.813	eV
net charge	-2

=====

[3]
Molecular formula: C27H35Cl57O2PS
Method: DFT, wB97M-V/def2-TZVPD

The geometry in XYZ format:
```
123
C27H35Cl57O2PS (wB97M-V/def2-TZVPD)
C 0.7147 1.4654 1.6512
C 1.1773 0.8494 0.7323
C 1.7619 -0.0985 -0.3408
C 3.1712 0.3431 -0.8891
C 4.0871 1.0878 0.1447
S 4.8806 0.0216 1.4287
C 3.9460 -1.5491 1.7031
C 2.7941 -1.2683 2.7602
O 3.0568 -1.9633 4.0113
P 6.8326 -0.6911 0.7513
C 6.7216 -1.1605 -1.0727
O 7.9703 0.5586 0.8978
H -0.0147 1.8298 2.4009
H 1.0290 -0.0552 -1.1970
H 1.7420 -1.1415 0.0598
H 3.7608 -0.4987 -1.3537
H 2.9903 1.0661 -1.7337
H 4.9393 1.5360 -0.4480
H 3.5891 1.9704 0.6335
H 4.6789 -2.2773 2.1538
H 3.5910 -2.0307 0.7540
H 1.7690 -1.4959 2.3794
H 2.8076 -0.1682 2.9761
H 3.7673 -1.4468 4.4399
H 6.6759 -0.2324 -1.7024
H 7.6622 -1.7438 -1.2740
H 5.8655 -1.8636 -1.2420
H 7.5640 1.1692 1.5508
C 0.7133 1.3779 -4.7067
Cl -0.9093 0.8498 -5.1526
Cl 0.6613 2.3722 -3.2449
Cl 1.7802 -0.0189 -4.4792
H 1.1119 1.9823 -5.5164
C 2.4300 5.0173 1.1636
Cl 1.4501 5.9044 2.3340
Cl 1.6953 3.4348 0.8077
Cl 2.6305 5.9556 -0.3240
H 3.4115 4.8501 1.5978
C 0.5411 -0.2516 5.8683
Cl 0.5368 1.4501 6.3567
Cl -1.1105 -0.8515 5.6728
Cl 1.4622 -0.4604 4.3689
H 1.0244 -0.8298 6.6505
C -4.3795 -3.0798 4.3379
Cl -6.1387 -3.2564 4.3359
Cl -3.7736 -2.8719 2.6913
Cl -3.8908 -1.7219 5.3585
H -3.9480 -3.9867 4.7500
C -5.6007 -6.8514 5.4050
Cl -6.1778 -7.7928 4.0277
Cl -6.0049 -7.6561 6.9229
Cl -3.8516 -6.5895 5.2875
H -6.0920 -5.8835 5.3887
C -4.7530 0.0930 -6.0667
Cl -6.2788 -0.7951 -6.0296
Cl -3.3879 -1.0059 -5.8110
Cl -4.5750 0.9626 -7.5932
H -4.7611 0.8194 -5.2599
C -0.8833 5.8393 -4.6654
Cl -0.1073 5.9394 -3.0806
Cl -0.5169 4.2972 -5.4518
Cl -2.6305 6.0508 -4.5142
H -0.4956 6.6385 -5.2848
C 0.1092 8.7063 -7.6908
Cl 1.1676 7.2889 -7.6610
Cl -0.4722 9.0122 -9.3285
Cl -1.2493 8.4883 -6.5781
H 0.6825 9.5689 -7.3649
C -2.5916 -0.7211 -10.8227
Cl -2.6284 -1.3364 -9.1667
Cl -4.1712 -0.0753 -11.2794
Cl -1.3389 0.5155 -10.9996
H -2.3545 -1.5438 -11.4864
C 3.1812 -4.4972 -1.7440
Cl 2.1692 -3.0563 -1.9001
Cl 4.8593 -4.0438 -1.3999
Cl 2.5564 -5.5628 -0.4867
H 3.1601 -5.0322 -2.6885
C -2.3474 -10.2091 4.7304
Cl -2.2253 -10.6097 3.0131
Cl -3.4679 -11.3039 5.5454
Cl -0.7539 -10.2661 5.4949
H -2.7334 -9.1972 4.8201
C 1.9989 9.4913 -3.1653
Cl 2.6830 8.2188 -2.1474
Cl 1.3086 8.8004 -4.6407
Cl 0.7762 10.4034 -2.2772
H 2.7959 10.1724 -3.4461
C 1.8175 0.4350 9.9696
Cl 2.5494 0.4343 11.5770
Cl 2.2075 -1.0626 9.1092
Cl 0.0690 0.6505 10.0811
H 2.2301 1.2665 9.4059
C 0.9407 -11.1052 1.0688
Cl 1.1446 -9.3724 1.3564
Cl -0.4528 -11.4038 0.0246
Cl 2.4067 -11.7918 0.3610
H 0.7618 -11.5912 2.0232
C -5.4827 4.3567 -2.1768
Cl -4.6971 4.4582 -0.5969
Cl -5.1066 2.8153 -2.9591
Cl -7.2277 4.5652 -2.0178
H -5.0985 5.1576 -2.8006
C -4.6489 -4.1878 -12.3799
Cl -3.3180 -3.2520 -13.0735
Cl -4.0416 -5.3390 -11.1855
Cl -5.8629 -3.1244 -11.6592
H -5.1205 -4.7463 -13.1822
C -9.8060 7.8923 -1.4415
Cl -8.0534 7.7532 -1.2623
Cl -10.2484 8.0223 -3.1471
Cl -10.6179 6.5130 -0.6918
H -10.1303 8.7957 -0.9351
C 3.8842 3.8541 7.0478
Cl 3.2858 2.9360 5.6615
Cl 3.4870 3.0150 8.5518
Cl 5.6261 4.1153 6.9211
H 3.3932 4.8222 7.0556
C 3.2039 -3.9442 11.1311
Cl 2.6210 -4.8439 9.7239
Cl 2.7975 -4.7941 12.6247
Cl 4.9477 -3.6784 11.0204
H 2.7122 -2.9766 11.1443
```

Calculated values
orbital gap	8.95	eV
maximum force	7.0	eV/Å
HOMO energy	-11.903	eV
net charge	+1

=====

So what do the calculations give for relative energy (zero: lowest compared OMol25 entry of this formula, charge and spin)? Going down the list: 4.273 0.128 2.568 eV.